Density functional theory data (wB97M-V/def2-TZVPD) for an isolated ion of composition C5H13N2O and charge +2 at a distorted geometry.

Each line ends with the natural charge from an NBO analysis.
Atoms and positions in Å:
C 1.0456 1.2880 1.1011  -0.0772
O 2.0611 0.9672 1.9894  -0.7880
C 0.8630 -0.0123 0.3249  -0.0800
C 0.2293 0.2066 -1.1040  -0.5161
C -1.1525 -0.3036 -1.3286  0.2930
C -1.6322 -0.6406 -2.5608  -0.0928
N -2.0191 -0.3888 -0.2138  -0.7128
N 0.3072 -1.1453 1.1113  -0.7151
H 0.1369 1.6257 1.6810  0.1942
H 1.2683 2.1554 0.4738  0.2291
H 2.9265 1.2844 2.2549  0.5609
H 1.8936 -0.3952 0.1053  0.2781
H 0.8478 -0.2399 -1.9367  0.2987
H 0.1938 1.3021 -1.1245  0.3071
H -2.6351 -1.0253 -2.9068  0.2756
H -0.9318 -0.6016 -3.4136  0.2507
H -2.8760 -0.9121 -0.3961  0.4584
H -1.9892 0.4847 0.2995  0.4467
H 0.2802 -0.8109 2.1064  0.4734
H 0.7756 -2.0421 1.0647  0.4693
H -0.8167 -1.1694 0.8279  0.4467

Values from the calculation:
⟨S²⟩ ... 0.7575
Frontier orbital gap (alpha / beta) ... 0.3655 / 0.2188 hartree
Multiplicity ... 2
Total charge ... +2
F_max ... 0.0910 Eh/bohr
Energy above the lowest of the compared OMol25 structures with the same formula, charge and spin ... 55.9 kcal per mole